[1]
A 2-piece molecular cluster, C32H33F6N4O2 overall. Source: OMol25; level of theory: ωB97M-V/def2-TZVPD.

Values from the calculation:
Net charge = +1
Orbital gap = 0.1692 hartree
HOMO = -9.392 eV

Geometry as XYZ:
```
77
Properties=species:S:1:pos:R:3:forces:R:3
C -2.2307 1.4004 6.1372 -0.1725 -0.4645 -0.0632
N -1.6638 2.5076 5.4143 -0.9271 0.8775 0.9025
C -2.4329 3.7406 5.4088 0.5784 -0.7117 0.2057
C -3.2254 3.7994 4.1369 -0.4468 -0.4033 -1.2623
F -4.0434 4.8825 4.0570 0.7219 -0.9278 -0.0501
F -2.3560 3.8197 3.0655 -1.0545 0.2232 0.6559
F -3.9954 2.6663 3.9861 0.6162 1.3199 0.0873
C -0.4656 2.3760 4.7864 1.2011 -0.0928 -0.7721
C 0.3685 3.4940 4.5316 -0.1736 -0.7208 0.4402
C 1.6057 3.2980 3.9391 -0.0801 -0.4985 -0.2381
C 2.0127 2.0193 3.5099 -0.0684 -0.0417 0.3425
C 3.0806 1.8876 2.4476 0.1381 0.3762 0.6164
C 4.0883 0.7748 2.3728 0.5579 -0.0743 0.4596
C 4.8901 0.8139 1.2171 -0.5052 -0.4840 0.2592
C 5.5006 -0.3292 0.7580 0.2841 -0.4939 0.5649
C 5.4299 -1.5109 1.5260 -0.5442 0.6725 0.5941
N 6.0184 -2.6765 1.0634 0.7474 -0.9509 0.3163
C 6.1819 -2.9044 -0.3597 -0.1575 -0.3282 -0.0557
C 6.9666 -3.4117 1.9117 -0.2431 0.8520 -0.7266
C 6.3679 -4.3021 2.9741 -0.9014 -1.0312 0.8786
F 7.1346 -5.4277 3.1558 -0.7388 1.2191 -0.0095
F 6.2780 -3.6605 4.1929 0.2097 -0.9745 -1.0880
F 5.1030 -4.7258 2.6487 1.2914 0.3322 0.4377
C 4.7727 -1.4968 2.7851 0.6204 0.1182 -0.9198
C 4.1405 -0.3382 3.2278 0.2232 0.2961 -0.5852
C 1.1976 0.9081 3.7978 -0.2185 0.4865 0.0938
C -0.0410 1.0762 4.4057 -0.0416 0.6703 0.3472
H -1.4542 0.8554 6.6939 -0.1821 0.1414 -0.1862
H -2.9449 1.8052 6.8543 -0.0472 -0.2674 -0.0226
H -2.7460 0.7047 5.4580 -0.0404 0.0001 0.3426
H -3.1420 3.6732 6.2375 0.1686 0.4887 -0.0631
H -1.7769 4.6193 5.4716 -0.5180 -0.1164 0.1324
H 0.0661 4.4821 4.8814 0.2178 -0.2785 -0.2257
H 2.2567 4.1631 3.8018 -0.0642 -0.2284 -0.1505
H 3.6050 2.8521 2.2808 -0.5223 -0.3565 -0.0881
H 4.9930 1.7344 0.6432 -0.3134 -0.0810 0.0458
H 6.0521 -0.3418 -0.1778 -0.0010 0.2341 0.2735
H 5.8885 -2.0328 -0.9461 0.0238 -0.2899 0.0840
H 7.2218 -3.1483 -0.5869 0.0066 0.1304 -0.1637
H 5.5626 -3.7534 -0.6750 0.0827 0.1010 -0.0877
H 7.5207 -4.0713 1.2318 0.0832 0.2058 0.4499
H 7.6342 -2.7017 2.4384 -0.0417 -0.4368 -0.2626
H 4.7432 -2.4231 3.3504 -0.0959 0.4850 0.0314
H 3.7082 -0.3036 4.2305 -0.2032 -0.0440 -0.4908
H 1.5088 -0.0955 3.5109 -0.0899 0.2752 -0.1220
H -0.7377 0.2491 4.5920 0.6510 0.2425 -0.1838
H 2.4477 1.6077 1.6160 -0.0039 0.6534 -0.8996
C 3.1174 5.9064 -0.6866 -0.5899 -1.3693 0.1266
H 2.5898 6.6967 -0.1511 0.1790 -0.3270 0.0370
C 4.4919 5.7193 -0.5823 0.0005 -0.3838 -0.2362
C 5.1090 4.7145 -1.3255 0.1383 0.8074 -1.2391
N 4.4563 4.1890 -2.4195 -1.4003 0.7859 1.6718
C 5.0946 3.6878 -3.5887 0.8336 -0.5256 -1.4397
C 4.3851 3.7350 -4.8101 0.0694 0.2892 -0.1507
C 4.9787 3.3735 -6.0049 0.5407 -0.3263 0.2475
C 6.3070 2.8910 -6.0086 0.0879 -0.6222 0.0678
O 6.7436 2.3716 -7.1873 0.1665 0.2757 0.7636
C 7.9491 1.5618 -7.2361 -0.4430 0.4952 0.0636
C 7.0441 2.8810 -4.8001 -0.4640 -0.2455 -0.5140
C 6.4279 3.2551 -3.6062 -0.3149 0.2513 -0.1267
C 3.0747 4.2312 -2.4003 1.4307 -0.6025 0.1420
C 2.4046 4.8909 -1.3875 0.2724 0.4669 0.0783
C 1.0635 4.2446 -1.0934 -1.9267 -0.2668 -0.2148
N 0.5073 4.3757 0.1730 0.9614 -0.2615 -0.9162
O 0.5288 3.5641 -1.9674 0.8357 0.8181 1.0806
H 5.0969 6.3316 0.0841 -0.1293 -0.2575 -0.1147
H 6.1645 4.4861 -1.1930 -0.2986 0.1055 -0.2895
H 3.3555 4.0928 -4.8870 0.4244 -0.0250 0.1789
H 4.4251 3.4051 -6.9442 0.1615 -0.0188 0.3239
H 7.9648 1.2099 -8.2680 0.1627 -0.0278 0.2417
H 8.8409 2.1642 -7.0242 -0.1980 -0.0917 -0.0763
H 7.8876 0.7183 -6.5375 -0.0772 0.1845 -0.1355
H 8.0730 2.5198 -4.8026 -0.3425 0.1397 0.1183
H 7.0076 3.2020 -2.6925 -0.0190 -0.0069 -0.0408
H 2.5887 3.6393 -3.1862 -0.0510 0.2947 0.8693
H 1.0522 4.7377 0.9477 -0.0736 -0.1135 -0.2382
H -0.1303 3.6186 0.4179 0.0363 0.4533 -0.1231
```
Forces are in eV/Å.

[2]
A 2-piece molecular cluster, C19H13Cl2FN2O2S overall. Source: OMol25; level of theory: ωB97M-V/def2-TZVPD.

Values from the calculation:
Orbital gap = 0.3497 hartree
SMILES string = N#Cc1ccc([C@H](F)S(=O)(=O)c2ccccc2)cc1.Clc1cccc(Cl)n1
HOMO = -9.662 eV

Geometry as XYZ:
```
40
Properties=species:S:1:pos:R:3:forces:R:3
N -6.5378 2.3643 6.1718 1.5576 -0.1787 0.1309
C -5.3889 2.2319 6.2861 -2.1491 0.4665 -0.1541
C -3.9918 2.0490 6.4366 1.6687 -0.0690 -0.3978
C -3.1110 2.2019 5.3485 -1.0052 0.0204 -0.1451
C -1.7695 1.9323 5.4841 0.4764 0.7812 -0.9059
C -1.2347 1.6948 6.7327 0.4508 -0.9968 0.7223
C 0.2805 1.5908 6.7861 -0.1400 0.1076 0.3523
F 0.6774 0.7791 5.7605 0.0627 -2.5841 -0.4383
S 0.8879 0.8688 8.4676 1.3201 -0.4201 -0.4429
O 0.2796 -0.4318 8.5655 -0.3013 0.1312 -0.0294
O 0.8562 1.7686 9.6104 -0.3519 -0.2217 -1.4722
C 2.5908 0.6188 7.9603 -0.3225 -0.6065 0.4224
C 3.0241 -0.6039 7.4188 -0.6524 0.6054 0.1757
C 4.2980 -0.6457 6.8812 0.8155 -0.1636 -0.4082
C 5.1385 0.4787 6.8921 -1.0325 0.5590 0.8745
C 4.6993 1.6455 7.5692 1.1017 -0.7139 -0.7279
C 3.4403 1.6966 8.1157 -0.6193 0.9027 0.3750
C -2.0981 1.3876 7.8010 0.7616 0.9626 -0.0753
C -3.4457 1.6469 7.6496 -0.6901 -0.1072 0.6967
H -3.4980 2.5899 4.4127 -0.0171 -0.3729 -0.0577
H -1.0997 1.9549 4.6000 -0.5635 0.2884 0.7126
H 0.9374 2.3620 6.3783 -0.6724 1.7390 1.8313
H 2.3622 -1.4783 7.4127 0.2512 0.5035 -0.0731
H 4.6558 -1.5757 6.4230 -0.1635 0.4040 0.1982
H 6.1154 0.4590 6.4259 -0.0584 -0.0814 0.0577
H 5.3546 2.5076 7.6600 -0.0332 -0.1699 -0.0635
H 3.0808 2.5925 8.6687 0.3290 -0.7199 -0.5630
H -1.7286 1.0374 8.7675 -0.0923 0.2986 -0.3635
H -4.0934 1.6061 8.5248 0.0764 -0.3639 -0.2515
Cl 0.2707 1.3951 0.0549 -0.3987 -0.1250 -0.0294
C 1.9469 1.1258 -0.1770 1.5873 0.2378 -0.1867
C 2.4099 0.0780 -0.9885 -0.0253 0.1799 0.1949
C 3.7941 -0.0642 -1.1752 -0.5799 0.8876 0.8719
C 4.6384 0.8524 -0.5319 0.0590 0.1134 0.2087
C 4.0695 1.8433 0.2812 -1.3028 -0.6655 -0.8252
Cl 5.0414 2.9806 1.1189 0.3415 0.1138 0.0864
N 2.7509 2.0025 0.4302 0.2985 -0.6709 -0.1783
H 1.6693 -0.5781 -1.4394 0.3260 0.0322 0.0228
H 4.1953 -0.8773 -1.7642 -0.0020 0.0960 -0.0823
H 5.7236 0.8372 -0.6227 -0.3110 -0.1998 -0.0630
```
Forces are in eV/Å.

[3]
C30H53N5O8SSeSi3Ti as an isolated structure. Source: OMol25; level of theory: ωB97M-V/def2-TZVPD.

Values from the calculation:
Net charge = +1
Orbital gap (spin up / spin down) = 0.2700 / 0.2956 hartree
Spin multiplicity = 2
HOMO (spin up / spin down) = -10.305 / -10.995 eV

Geometry as XYZ:
```
102
Properties=species:S:1:pos:R:3:forces:R:3
Ti -0.9129 -0.4373 0.1401 -0.4289 0.8353 0.5966
C -3.2646 -1.5147 2.0936 -0.0159 -0.0205 -0.0052
O -2.7919 -0.5502 1.1546 -0.3545 -0.1216 0.0116
Si -3.7309 -0.1971 -0.2640 0.1946 0.1188 0.1668
C -5.3525 0.4256 0.4198 -0.0065 0.3327 -0.0807
C -4.1713 -1.7586 -1.1867 0.1229 -0.0435 -0.0979
C -2.3230 0.7905 -0.9476 -0.5417 0.1780 -0.4264
Si -2.1826 0.6879 -2.8254 0.0944 -0.0764 0.1303
C -1.5131 -1.0082 -3.3467 -0.1020 0.0430 -0.0716
C -3.8645 0.9664 -3.6134 -0.0474 0.0170 -0.1217
C -0.9765 1.9367 -3.5386 -0.0500 0.1269 -0.0901
Si -2.4596 2.5552 -0.2903 -0.0862 0.0460 0.1560
C -4.0976 3.3813 -0.6918 -0.0908 -0.0009 -0.0749
C -2.3366 2.5135 1.6134 -0.0066 0.0796 -0.1000
C -1.2013 3.8086 -0.9396 0.1203 -0.0060 -0.0610
H -3.7987 -2.3246 1.5926 0.0020 0.0503 -0.0065
H -3.9385 -1.0288 2.8011 0.0078 0.0342 0.0060
H -2.4167 -1.9420 2.6120 0.1517 -0.0317 0.0709
H -5.9368 -0.4167 0.8022 0.0774 -0.0030 -0.0228
H -5.9521 0.9095 -0.3587 0.0208 -0.1006 0.0977
H -5.2104 1.1446 1.2317 -0.0633 -0.0479 -0.0781
H -4.5816 -2.5181 -0.5147 -0.0379 0.0569 -0.0302
H -3.3206 -2.1973 -1.7055 -0.0608 -0.0229 -0.0014
H -4.9444 -1.5384 -1.9301 0.0238 -0.0059 0.0930
H -0.9374 -1.4754 -2.5460 0.0503 -0.1118 -0.0552
H -0.8480 -0.9216 -4.2117 -0.0610 0.0278 0.0607
H -2.3145 -1.7000 -3.6219 0.0838 0.0346 0.0503
H -4.4709 0.0547 -3.6114 0.0568 0.0882 0.0051
H -3.7632 1.2914 -4.6550 -0.0293 -0.0630 0.0921
H -4.4223 1.7406 -3.0774 0.0383 -0.0683 -0.0926
H 0.0044 1.8907 -3.0537 -0.0805 0.0066 -0.0597
H -1.3504 2.9617 -3.4552 0.1020 -0.1248 -0.0472
H -0.8333 1.7249 -4.6043 -0.0317 -0.0105 0.1010
H -4.9728 2.8472 -0.3175 0.0973 0.1186 -0.0437
H -4.2116 3.5024 -1.7752 0.0038 0.0343 0.1334
H -4.1019 4.3856 -0.2513 0.0068 -0.0901 -0.0434
H -3.3284 2.3524 2.0473 0.0843 -0.0251 -0.0002
H -1.9557 3.4631 2.0065 -0.0592 -0.0482 -0.0583
H -1.6990 1.7069 1.9828 0.0468 -0.0147 0.1144
H -1.7050 4.4570 -1.6639 0.0661 -0.0446 0.0583
H -0.3331 3.3797 -1.4393 -0.0753 0.0934 0.0677
H -0.8400 4.4502 -0.1285 -0.0555 -0.0442 -0.0460
C 8.6486 -1.0491 -0.3249 -0.0772 -0.0188 -0.0500
C 7.4647 -0.3433 0.3313 -0.0735 0.0012 -0.1675
S 6.2376 -0.0052 -0.9159 -0.0555 -0.0189 -0.0618
O 5.5137 -1.2172 -1.2250 0.0493 -0.0001 0.0224
O 6.8455 0.7305 -1.9949 -0.0041 0.0636 0.1217
C 5.0458 1.0783 -0.1223 0.0327 -0.0876 -0.1442
C 4.1664 1.6524 -1.2464 -0.0148 -0.0232 0.2133
N 2.7542 1.6862 -0.8465 0.2884 0.2950 0.1876
C 1.8768 0.7128 -1.1243 -0.3503 -0.1978 -0.3341
N 0.7322 0.8845 -0.4421 0.7109 0.2554 0.1965
C 0.9057 2.0137 0.3067 -0.0519 0.1826 -0.0288
C 2.1317 2.5309 0.0564 0.0470 -0.2920 0.0247
N 2.6731 3.7530 0.5552 -0.0806 0.0149 -0.1846
O 1.9145 4.4767 1.1552 -0.5388 0.1379 0.4710
O 3.8349 4.0106 0.3338 0.6330 -0.1573 -0.1672
C 2.1853 -0.3104 -2.1611 -0.0335 0.0038 0.0529
H 9.4160 -1.2575 0.4180 -0.0316 0.0019 0.0229
H 9.0763 -0.4224 -1.1060 0.0127 -0.0098 0.0417
H 8.3331 -1.9909 -0.7755 0.0301 0.0264 0.0520
H 7.7410 0.6250 0.7535 0.0311 -0.0733 0.0242
H 6.9658 -0.9600 1.0808 0.0656 0.0602 0.0307
H 5.5545 1.8569 0.4441 -0.0256 -0.0005 -0.0412
H 4.4706 0.4324 0.5425 -0.0109 0.0890 0.0535
H 4.2390 1.0236 -2.1275 -0.0899 0.0293 -0.0740
H 4.4923 2.6465 -1.5097 0.0055 0.1421 -0.0704
H 0.1493 2.4233 0.9541 0.0212 -0.0591 -0.0150
H 2.4901 0.1873 -3.0839 -0.0016 -0.0005 0.0273
H 1.3145 -0.9152 -2.3621 -0.0936 -0.0448 -0.0350
H 3.0016 -0.9599 -1.8390 0.0017 -0.0179 -0.0023
C -1.6635 -1.5174 5.2279 0.0356 0.0251 0.0002
N -1.0943 -0.1843 5.0670 -0.0794 -0.0476 0.0493
C -1.2717 0.8188 6.0030 -0.0408 -0.2298 -0.0030
C -0.4625 1.8306 5.6520 0.1502 0.1237 -0.0628
N 0.2001 1.4373 4.5046 0.1272 0.1863 0.0225
C 1.2946 2.1935 3.9162 0.0488 0.0700 -0.0469
C -0.2080 0.2129 4.1256 -0.2736 -0.1004 0.0851
Se 0.3691 -0.7619 2.6274 0.1635 -0.1114 0.1388
H -1.4842 -1.8541 6.2467 0.0260 0.0257 0.0072
H -1.1700 -2.1946 4.5405 0.0363 -0.0160 -0.0845
H -2.7320 -1.5063 5.0397 -0.0882 0.0339 -0.0555
H -1.9430 0.7087 6.8385 0.0479 -0.0087 -0.0738
H -0.2895 2.7877 6.1154 0.0167 -0.0685 -0.0580
H 1.9854 2.4928 4.7024 -0.0277 -0.0393 0.0277
H 0.9238 3.0828 3.4195 -0.0829 0.1295 -0.1379
H 1.8134 1.5574 3.2055 -0.0391 -0.0252 -0.0398
O -2.2796 -4.8732 -0.6162 -0.0045 -0.0701 -0.0089
C -1.0468 -5.0073 -1.1297 0.0402 0.0639 -0.0098
C -0.7551 -6.1882 -1.8100 0.0148 -0.1165 -0.0385
C 0.4844 -6.3650 -2.3872 -0.0199 0.0335 0.0256
C 1.4782 -5.3853 -2.2869 0.0804 -0.0605 -0.0569
C 1.2065 -4.2251 -1.6059 -0.0079 0.0081 0.0530
C -0.0561 -4.0132 -1.0286 0.0475 -0.0149 -0.0300
C -0.3450 -2.7307 -0.4204 0.0258 -0.1844 -0.0352
O 0.4928 -1.7583 -0.4202 0.3498 -0.3917 -0.1767
O -1.4793 -2.4339 0.0744 -0.0337 -0.8736 -0.0261
H -2.3505 -3.9921 -0.2128 -0.0133 0.0868 0.0412
H -1.5228 -6.9488 -1.8765 0.0191 0.0560 -0.0133
H 0.6884 -7.2797 -2.9308 -0.0056 0.0223 0.0425
H 2.4466 -5.5416 -2.7448 -0.0472 0.0066 0.0512
H 1.9580 -3.4537 -1.4931 -0.0286 -0.0105 -0.0501
```
Forces are in eV/Å.

[4]
C3H4N2O2 in the gas phase. Source: OMol25; level of theory: ωB97M-V/def2-TZVPD.

Values from the calculation:
Orbital gap = 0.3407 hartree
SMILES string = Nc1coc(=O)[nH]1
HOMO = -8.660 eV

Geometry as XYZ:
```
11
Properties=species:S:1:pos:R:3:forces:R:3
N -1.8709 -0.3139 -0.0412 0.2554 -0.0239 -0.0039
C -0.5232 0.0540 0.0255 0.1186 0.1812 0.6482
C 0.0399 1.2069 0.3760 -0.3138 0.0226 -0.1848
O 1.4232 1.1392 0.2291 -0.0537 0.0596 -0.0757
C 1.7366 -0.1204 -0.1764 0.1457 -0.2818 0.0035
O 2.8478 -0.4817 -0.4377 -0.5890 0.0116 0.2788
N 0.5194 -0.8732 -0.2456 0.4101 0.2710 0.0374
H -1.9840 -1.3144 -0.1602 -0.0370 0.2161 -0.0687
H -2.3377 0.1815 -0.7877 -0.1677 -0.1159 0.0383
H -0.3805 2.1203 0.7521 0.0592 0.1298 -0.2130
H 0.5293 -1.5984 0.4661 0.1724 -0.4704 -0.4601
```
Forces are in eV/Å.

Molecular weight, respectively: 619.630; 423.296; 854.933; 100.077 g/mol.
Energy relative to the best compared isomer or geometry (same formula, charge and spin), respectively: 0.0; 0.0; 0.0; 38.8 kcal per mole.
Electronic energy, respectively: -2207.62083; -2410.19036; -6568.19379; -376.70192 hartree.